A 4-piece molecular cluster, C25H56BCl2N3O3 overall, computed with wB97M-V/def2-TZVPD.

ORCA input file:
```
! wB97M-V def2-TZVPD RIJCOSX def2/J DEFGRID3
* xyz 0 1
C -1.34 -6.08 -0.98
C -1.30 -4.97 -1.98
O -1.64 -5.03 -3.11
O -0.73 -3.78 -1.51
C -1.41 -3.14 -0.47
O -1.24 -3.45 0.66
C -2.31 -2.06 -1.00
B -3.74 -2.53 -1.47
C -4.91 -3.07 -0.57
Cl -4.40 -3.69 1.02
C -5.80 -4.07 -1.33
C -5.12 -5.39 -1.62
Cl -7.34 -4.36 -0.44
H -0.34 -6.53 -0.94
H -1.59 -5.72 0.02
H -2.06 -6.84 -1.32
H -1.82 -1.61 -1.87
H -2.41 -1.30 -0.20
H -4.01 -2.40 -2.63
H -5.51 -2.17 -0.36
H -6.11 -3.58 -2.26
H -4.88 -5.91 -0.68
H -5.77 -6.04 -2.22
H -4.18 -5.22 -2.18
C -4.45 1.13 -3.15
C -5.80 0.42 -3.09
N -6.37 0.38 -1.76
C -7.48 -0.55 -1.64
C -8.75 -0.29 -2.45
C -6.54 1.67 -1.10
C -7.39 2.72 -1.82
H -3.76 0.69 -2.43
H -4.03 1.03 -4.15
H -4.54 2.19 -2.93
H -5.67 -0.61 -3.42
H -6.47 0.88 -3.83
H -7.75 -0.62 -0.58
H -7.10 -1.53 -1.92
H -9.34 0.54 -2.05
H -9.38 -1.18 -2.44
H -8.52 -0.06 -3.50
H -5.55 2.09 -0.92
H -6.96 1.47 -0.11
H -7.13 2.80 -2.88
H -7.22 3.70 -1.37
H -8.46 2.51 -1.75
C 5.93 -0.12 1.22
C 4.79 -1.11 1.01
N 3.53 -0.65 1.56
C 2.51 -1.68 1.63
C 1.99 -2.28 0.32
C 3.09 0.66 1.09
C 2.91 0.86 -0.42
H 6.04 0.12 2.28
H 6.87 -0.56 0.87
H 5.78 0.81 0.67
H 5.03 -2.05 1.51
H 4.73 -1.35 -0.07
H 1.67 -1.27 2.20
H 2.92 -2.49 2.24
H 1.34 -1.58 -0.22
H 1.41 -3.18 0.53
H 2.81 -2.56 -0.35
H 3.80 1.40 1.45
H 2.15 0.88 1.60
H 3.74 0.44 -0.98
H 2.86 1.92 -0.65
H 1.99 0.40 -0.80
C 5.10 4.00 0.98
C 5.66 3.67 2.36
N 7.11 3.56 2.38
C 7.63 2.95 3.59
C 7.43 3.70 4.91
C 7.83 4.71 1.87
C 7.58 6.07 2.54
H 5.45 3.28 0.24
H 4.01 3.95 1.01
H 5.37 5.00 0.65
H 5.26 2.70 2.67
H 5.27 4.40 3.08
H 8.69 2.77 3.43
H 7.16 1.97 3.68
H 8.09 4.57 4.99
H 7.66 3.04 5.75
H 6.40 4.04 5.04
H 7.61 4.81 0.81
H 8.90 4.47 1.93
H 6.51 6.25 2.69
H 7.96 6.87 1.91
H 8.07 6.15 3.51
*
```

Values from the calculation:
HOMO level (eV): -8.02
Energy relative to the best compared isomer or geometry (same formula, charge and spin) (kJ/mol): 0.0
Structure (SMILES): CC(=O)OC(=O)CB[C@H](Cl)[C@@H](C)Cl.CCN(CC)CC.CCN(CC)CC.CCN(CC)CC
Frontier orbital gap (eV): 7.76

***

A 4-piece molecular cluster, C25H56BF3N5O2 overall in a non-equilibrium geometry, computed with wB97M-V/def2-TZVPD.

ORCA input file:
```
! wB97M-V def2-TZVPD RIJCOSX def2/J DEFGRID3
* xyz 1 1
C -1.12 5.15 3.78
N -2.36 5.07 2.91
C -1.98 4.38 1.64
B -3.33 4.38 3.68
O -3.97 4.94 4.74
N -3.67 2.90 3.36
N -4.28 2.35 2.38
N -4.29 1.03 2.54
C -3.67 0.77 3.67
C -3.38 -0.55 4.27
C -2.86 -1.51 3.17
O -1.48 -1.23 3.02
C -1.15 -0.57 1.83
C 0.11 0.20 2.08
F 0.46 0.89 0.97
F 1.14 -0.58 2.43
F -0.09 1.11 3.07
N -3.28 1.93 4.22
H -0.29 5.35 3.12
H -1.23 5.94 4.51
H -0.91 4.20 4.27
H -1.37 5.06 1.07
H -2.85 4.09 1.07
H -1.39 3.49 1.86
H -3.51 4.79 5.58
H -4.27 -0.94 4.74
H -2.56 -0.45 4.97
H -3.40 -1.36 2.25
H -3.00 -2.53 3.52
H -1.91 0.12 1.47
H -0.94 -1.27 1.02
H -2.79 2.10 5.08
C -0.60 -2.19 -2.30
C -2.11 -2.40 -2.23
C -2.53 -3.50 -1.25
C -2.00 -4.89 -1.59
C -2.40 -5.41 -2.97
C -3.91 -5.56 -3.15
H -0.08 -3.08 -2.64
H -0.36 -1.38 -2.99
H -0.21 -1.92 -1.31
H -2.50 -2.61 -3.23
H -2.59 -1.46 -1.92
H -3.62 -3.52 -1.19
H -2.18 -3.23 -0.25
H -2.37 -5.59 -0.83
H -0.91 -4.91 -1.51
H -1.94 -6.39 -3.12
H -2.00 -4.76 -3.75
H -4.33 -6.25 -2.41
H -4.15 -5.95 -4.14
H -4.43 -4.60 -3.05
C -1.33 1.14 -5.13
C -1.16 1.20 -6.65
C -0.57 -0.08 -7.24
C 0.85 -0.41 -6.75
C 1.89 0.68 -7.01
C 2.10 0.98 -8.49
H -0.37 1.02 -4.63
H -1.78 2.07 -4.76
H -1.97 0.31 -4.84
H -0.56 2.06 -6.92
H -2.14 1.36 -7.10
H -0.57 0.00 -8.33
H -1.22 -0.92 -7.00
H 1.17 -1.34 -7.24
H 0.82 -0.63 -5.68
H 2.84 0.36 -6.57
H 1.61 1.60 -6.48
H 2.42 0.09 -9.02
H 2.86 1.75 -8.62
H 1.19 1.34 -8.96
C 7.58 1.54 4.00
C 6.84 0.61 4.97
C 6.14 -0.56 4.27
C 5.05 -0.16 3.28
C 3.93 0.69 3.86
C 3.14 -0.02 4.97
H 6.90 2.00 3.28
H 8.08 2.34 4.55
H 8.34 0.98 3.45
H 6.12 1.19 5.55
H 7.55 0.21 5.69
H 5.72 -1.22 5.03
H 6.89 -1.15 3.74
H 4.62 -1.07 2.85
H 5.50 0.38 2.44
H 3.24 0.96 3.06
H 4.33 1.64 4.25
H 2.69 -0.94 4.59
H 2.34 0.62 5.34
H 3.78 -0.27 5.81
*
```

Values from the calculation:
HOMO level (eV): -12.24
Frontier orbital gap (eV): 7.94

***

C25H56Cl6Cu2N2O13P2 as an isolated structure in a non-equilibrium geometry, computed with wB97M-V/def2-TZVPD.

ORCA input file:
```
! wB97M-V def2-TZVPD RIJCOSX def2/J DEFGRID3
* xyz 0 1
Cu -0.06 -1.20 -1.23
Cu 1.60 0.95 2.78
C 0.68 0.96 0.27
O 0.74 -0.22 0.83
O 1.38 1.93 0.73
O -0.01 1.05 -0.80
C 1.38 -4.42 -0.97
O 1.24 -3.27 -1.36
N 1.27 -4.83 0.29
C 1.64 -6.16 0.75
C 0.93 -3.89 1.37
H 1.59 -5.27 -1.63
H 0.98 -6.51 1.54
H 2.67 -6.20 1.08
H 1.55 -6.86 -0.09
H 0.06 -4.26 1.91
H 1.73 -3.79 2.10
H 0.73 -2.90 0.96
C 2.83 7.25 1.61
O 3.08 8.36 1.16
N 2.67 6.15 0.89
C 2.30 4.88 1.49
C 2.54 6.08 -0.55
H 2.70 7.09 2.69
H 2.94 4.05 1.19
H 1.28 4.65 1.15
H 2.18 4.95 2.57
H 1.57 6.52 -0.84
H 3.23 6.68 -1.14
H 2.54 5.05 -0.90
Cl 5.92 -1.09 1.39
C 4.40 -0.67 0.54
C 3.81 -1.89 -0.16
Cl 4.86 -2.29 -1.52
H 4.65 0.16 -0.11
H 3.69 -0.40 1.31
H 2.84 -1.64 -0.58
H 3.72 -2.78 0.46
Cl -1.48 4.70 -2.21
C -0.64 4.38 -0.66
C -1.58 3.51 0.19
Cl -2.99 4.42 0.74
H -0.50 5.34 -0.16
H 0.27 3.87 -0.93
H -1.09 3.16 1.10
H -1.92 2.64 -0.37
Cl 4.60 2.22 -1.25
C 3.26 1.43 -2.18
C 2.13 2.39 -2.41
Cl 2.68 3.95 -3.19
H 2.88 0.58 -1.61
H 3.74 1.13 -3.11
H 1.83 2.72 -1.42
H 1.27 2.04 -2.96
C -2.40 -0.37 1.84
C -1.99 0.44 3.06
O -1.78 -0.38 4.23
P -0.48 -1.25 4.53
O 0.78 -0.49 4.48
O -0.92 -1.79 5.96
C 0.11 -2.06 6.94
C -0.34 -3.30 7.69
O -0.64 -2.54 3.57
C -1.91 -3.20 3.42
C -1.69 -4.65 3.86
H -1.55 -0.97 1.50
H -3.20 -1.04 2.15
H -2.67 0.28 1.02
H -1.14 1.10 2.92
H -2.83 1.09 3.28
H 1.07 -2.26 6.46
H 0.27 -1.19 7.58
H -1.27 -3.08 8.22
H -0.61 -4.06 6.96
H 0.42 -3.67 8.37
H -2.70 -2.73 4.00
H -2.24 -3.15 2.38
H -0.63 -4.91 3.90
H -2.08 -4.79 4.86
H -2.16 -5.38 3.20
C -3.74 2.27 -3.44
C -3.13 1.15 -2.62
O -3.29 -0.06 -3.39
P -2.06 -0.66 -4.21
O -0.98 -1.12 -3.31
O -1.65 0.45 -5.28
C -0.38 1.14 -5.18
C -0.64 2.59 -5.59
O -2.72 -1.79 -5.08
C -3.51 -2.81 -4.46
C -3.69 -3.91 -5.51
H -3.37 2.26 -4.46
H -4.81 2.05 -3.50
H -3.63 3.25 -2.98
H -2.07 1.34 -2.40
H -3.54 1.03 -1.61
H 0.00 1.06 -4.16
H 0.35 0.65 -5.83
H -1.13 3.03 -4.73
H 0.34 3.04 -5.75
H -1.23 2.67 -6.50
H -3.02 -3.21 -3.56
H -4.49 -2.41 -4.22
H -4.42 -3.51 -6.21
H -2.81 -4.05 -6.12
H -4.08 -4.81 -5.05
*
```

Values from the calculation:
HOMO level (eV): -8.04
Frontier orbital gap (eV): 7.64